{"formula": "C37H103O21PS14", "method": "ωB97M-V/def2-TZVPD", "fmax_ev_per_a": 5.842, "charge": 0, "homo_ha": -0.2978, "species": ["C", "C", "O", "C", "O", "P", "O", "O", "C", "O", "C", "C", "O", "C", "C", "C", "O", "H", "H", "H", "H", "H", "H", "H", "H", "H", "H", "H", "H", "H", "H", "H", "H", "H", "H", "H", "C", "S", "O", "C", "H", "H", "H", "H", "H", "H", "C", "S", "O", "C", "H", "H", "H", "H", "H", "H", "C", "S", "O", "C", "H", "H", "H", "H", "H", "H", "C", "S", "O", "C", "H", "H", "H", "H", "H", "H", "C", "S", "O", "C", "H", "H", "H", "H", "H", "H", "C", "S", "O", "C", "H", "H", "H", "H", "H", "H", "C", "S", "O", "C", "H", "H", "H", "H", "H", "H", "C", "S", "O", "C", "H", "H", "H", "H", "H", "H", "C", "S", "O", "C", "H", "H", "H", "H", "H", "H", "C", "S", "O", "C", "H", "H", "H", "H", "H", "H", "C", "S", "O", "C", "H", "H", "H", "H", "H", "H", "C", "S", "O", "C", "H", "H", "H", "H", "H", "H", "C", "S", "O", "C", "H", "H", "H", "H", "H", "H", "C", "S", "O", "C", "H", "H", "H", "H", "H", "H"], "positions_angstrom": [[5.202143, -2.862597, 1.303154], [4.753632, -1.724854, 0.176435], [3.884891, -2.284667, -0.883123], [2.482192, -2.388461, -0.383206], [1.598032, -2.509650, -1.556140], [-0.064076, -2.803568, -1.091587], [-0.116926, -2.960223, 0.492888], [-0.667195, -4.276355, -1.839996], [-0.032926, -5.469578, -1.238031], [-0.972576, -6.445101, -0.667344], [-1.842819, -5.861340, 0.361999], [-1.151652, -5.691719, 1.843875], [-0.974543, -1.396570, -1.645404], [-2.176996, -1.186819, -0.824850], [-1.701422, -0.144954, 0.542400], [-1.981295, -0.857723, 2.100521], [-2.873052, 0.359146, 1.446192], [5.472510, -2.266110, 2.275596], [6.170652, -3.467829, 0.961197], [4.360017, -3.666952, 1.500396], [5.780460, -1.347881, -0.300745], [4.282027, -0.770403, 0.692038], [2.210997, -1.444270, 0.295036], [2.470387, -3.348173, 0.320915], [0.511155, -6.028283, -2.142190], [0.855969, -5.168367, -0.501082], [-2.744367, -6.629772, 0.510844], [-2.339843, -4.840697, 0.080165], [-1.626161, -4.710960, 2.331862], [-1.372374, -6.614767, 2.567993], [-0.003006, -5.489771, 1.733578], [-2.609475, -2.162706, -0.342333], [-2.984670, -0.498027, -1.335627], [-0.674267, 0.562012, 0.402648], [-1.200735, -0.504723, 2.895016], [-2.460957, -1.917083, 1.983967], [-1.892470, 5.336525, -1.970496], [-2.181393, 4.310078, -0.508921], [-0.847170, 3.814870, -0.034617], [-2.984962, 2.948189, -1.388162], [-1.359568, 6.238606, -1.660489], [-1.286731, 4.790892, -2.697713], [-2.849719, 5.618658, -2.415060], [-2.312959, 2.547589, -2.150993], [-3.907481, 3.306272, -1.851674], [-3.224248, 2.162865, -0.667652], [1.432370, 0.580201, -2.813105], [3.229885, 0.785317, -2.801104], [3.555069, 1.855583, -1.801538], [3.348305, 1.525856, -4.447648], [1.125143, 0.160472, -1.852231], [0.945835, 1.547705, -2.956969], [1.147345, -0.106444, -3.613630], [2.745229, 2.435952, -4.492433], [3.001993, 0.809243, -5.196409], [4.394020, 1.774291, -4.642295], [-3.578991, 9.714343, -1.963855], [-3.042286, 8.834093, -0.477120], [-3.616119, 7.449535, -0.540837], [-4.051205, 9.787284, 0.683500], [-3.095953, 9.256952, -2.830636], [-4.663388, 9.639040, -2.072896], [-3.280020, 10.762994, -1.896709], [-5.107062, 9.707772, 0.413644], [-3.737505, 10.833900, 0.666312], [-3.902278, 9.382263, 1.686948], [-0.214809, -3.065902, -4.911588], [0.139406, -4.627347, -5.754023], [1.434204, -4.457900, -6.492352], [-1.197821, -4.497826, -6.965871], [0.531078, -2.918653, -4.126851], [-0.161393, -2.236895, -5.621076], [-1.208598, -3.110527, -4.459978], [-1.084907, -3.581687, -7.550611], [-2.160583, -4.496553, -6.448960], [-1.147202, -5.361624, -7.632518], [-1.375606, -8.494682, 6.603052], [-1.047433, -6.797555, 6.068883], [-1.890722, -6.535318, 4.856266], [0.643084, -7.100327, 5.499665], [-2.404278, -8.550507, 6.967139], [-1.251672, -9.182363, 5.763282], [-0.692212, -8.762689, 7.412190], [0.644575, -7.872900, 4.726937], [1.262437, -7.413078, 6.343879], [1.041204, -6.171811, 5.084351], [-6.311066, -3.550409, 1.286943], [-5.787513, -5.281598, 1.240563], [-4.295237, -5.297597, 1.088236], [-6.502813, -5.653813, -0.379106], [-5.936460, -3.099757, 2.209128], [-5.901335, -3.011977, 0.429219], [-7.402237, -3.497304, 1.277613], [-6.081601, -4.987496, -1.135798], [-7.588054, -5.533503, -0.335694], [-6.264309, -6.688705, -0.634530], [2.392440, 5.385235, 0.070622], [3.751061, 6.178293, 0.964199], [3.335698, 7.589878, 1.256172], [4.896653, 6.227681, -0.435339], [1.542313, 5.285998, 0.749796], [2.100673, 5.996311, -0.786662], [2.703841, 4.392910, -0.263867], [4.452786, 6.787480, -1.262133], [5.128284, 5.208452, -0.754131], [5.815710, 6.723184, -0.114497], [-8.695800, -2.598152, 5.730984], [-8.341586, -4.159596, 4.888549], [-7.046787, -3.990149, 4.150220], [-9.678813, -4.030075, 3.676701], [-7.949913, -2.450902, 6.515721], [-8.642384, -1.769145, 5.021497], [-9.689590, -2.642776, 6.182594], [-9.565899, -3.113936, 3.091961], [-10.641574, -4.028802, 4.193612], [-9.628193, -4.893873, 3.010055], [-6.228682, 1.508946, 2.184919], [-7.472126, 0.221864, 2.450519], [-7.878871, -0.297252, 1.103143], [-8.779595, 1.334712, 3.021152], [-5.325047, 1.040872, 1.787187], [-6.599276, 2.245785, 1.468535], [-5.994509, 1.993827, 3.135506], [-8.995257, 2.082388, 2.254046], [-8.464244, 1.825559, 3.945128], [-9.678137, 0.744482, 3.214488], [2.586916, -2.685690, 5.416248], [3.123620, -3.565939, 6.902984], [2.549787, -4.950498, 6.839267], [2.114702, -2.612749, 8.063604], [3.069953, -3.143081, 4.549467], [1.502518, -2.760992, 5.307207], [2.885886, -1.637039, 5.483395], [1.058844, -2.692260, 7.793748], [2.428402, -1.566133, 8.046415], [2.263628, -3.017769, 9.067051], [9.539267, 0.286901, 3.729075], [8.731886, -1.302989, 3.423038], [7.607772, -1.060014, 2.459877], [8.007356, -1.469562, 5.072534], [10.031814, 0.608274, 2.808228], [8.797465, 1.033619, 4.021686], [10.287725, 0.172104, 4.516599], [7.358631, -0.616031, 5.283774], [8.804555, -1.528177, 5.817615], [7.417784, -2.388628, 5.101664], [-6.201723, -4.561149, -8.780015], [-4.404209, -4.356033, -8.768014], [-4.079025, -3.285767, -7.768447], [-4.285789, -3.615494, -10.414558], [-6.508951, -4.980879, -7.819140], [-6.688259, -3.593645, -8.923878], [-6.486749, -5.247794, -9.580540], [-4.888864, -2.705398, -10.459342], [-4.632100, -4.332107, -11.163318], [-3.240074, -3.367059, -10.609205], [9.971318, 9.811218, 0.115196], [8.727874, 8.524137, 0.380795], [8.321129, 8.005020, -0.966581], [7.420405, 9.636984, 0.951429], [10.874953, 9.343144, -0.282536], [9.600724, 10.548057, -0.601189], [10.205491, 10.296099, 1.065783], [7.204743, 10.384660, 0.184323], [7.735756, 10.127832, 1.875404], [6.521863, 9.046755, 1.144765], [7.359107, 5.524771, -6.087774], [6.583955, 5.985929, -4.519416], [5.452006, 6.919066, -4.832934], [7.962431, 6.988718, -3.912997], [6.652524, 4.916890, -6.657917], [7.608640, 6.421168, -6.660210], [8.261267, 4.940316, -5.892633], [8.175569, 7.796233, -4.617604], [8.845740, 6.357793, -3.787272], [7.683017, 7.415191, -2.946987]], "forces_ev_per_angstrom": [[0.086, 0.098, -0.155], [1.428, -0.079, 0.685], [-1.671, 0.993, 1.642], [1.680, -0.205, 1.914], [-2.631, -0.511, 1.268], [0.237, -0.620, 4.543], [-0.007, 0.781, -5.790], [1.688, 2.944, 1.545], [1.898, -2.205, -0.266], [0.990, 3.294, -0.475], [-1.409, -0.509, 1.967], [-0.281, 0.456, -0.006], [0.702, -3.242, 1.050], [-0.303, 2.309, 3.064], [-0.763, -1.850, 3.092], [0.357, 2.744, -4.794], [3.992, -3.243, -0.736], [-0.514, -1.366, -1.818], [-2.168, 1.482, 0.631], [1.582, 1.800, -0.324], [-2.543, -0.882, 0.649], [0.650, -2.047, -1.041], [0.476, -1.877, -1.717], [-0.503, 1.967, -1.739], [-1.494, 1.145, 1.942], [-2.298, -0.418, -1.203], [2.309, 1.759, -0.711], [1.292, -2.089, 0.062], [1.060, -2.295, -0.953], [0.606, 2.165, -1.766], [-2.101, -0.459, 0.269], [0.802, 1.882, -1.197], [1.823, -1.873, 0.356], [-3.292, -1.782, 0.346], [-2.065, -0.825, -1.450], [0.903, 2.347, 0.699], [0.112, -0.038, -0.183], [0.241, -0.022, 0.125], [-0.412, 0.091, -0.368], [0.048, -0.126, -0.109], [-0.143, -0.187, 0.095], [0.004, -0.098, 0.130], [0.066, -0.004, 0.187], [0.029, 0.069, 0.054], [0.081, 0.043, 0.074], [0.075, 0.158, 0.067], [-0.055, 0.129, 0.051], [0.042, 0.184, 0.196], [-0.230, -0.282, -0.409], [-0.060, 0.150, -0.059], [0.164, 0.065, -0.170], [0.122, 0.012, 0.033], [0.096, -0.014, 0.084], [0.038, -0.058, 0.087], [0.038, -0.012, 0.118], [-0.110, -0.081, 0.140], [-0.103, -0.004, -0.080], [-0.216, -0.330, 0.003], [0.081, 0.712, -0.023], [-0.118, 0.011, 0.036], [0.001, -0.005, 0.201], [0.074, -0.054, 0.083], [0.027, -0.102, 0.047], [0.109, -0.062, -0.048], [0.042, -0.112, -0.032], [0.073, -0.027, -0.193], [-0.041, 0.155, -0.001], [0.332, 0.109, -0.263], [-0.606, 0.042, 0.268], [0.012, 0.032, 0.020], [0.012, -0.154, -0.142], [0.020, -0.125, -0.049], [0.079, -0.074, -0.044], [0.018, -0.053, 0.127], [0.116, 0.058, -0.045], [0.118, 0.040, 0.161], [-0.064, -0.133, -0.018], [-0.077, 0.038, -0.474], [0.388, -0.276, 0.674], [0.013, -0.095, -0.127], [0.128, 0.123, -0.077], [0.006, 0.127, 0.000], [-0.022, 0.091, -0.057], [-0.165, 0.035, 0.045], [-0.079, 0.162, -0.042], [-0.134, -0.102, 0.201], [0.192, 0.112, -0.083], [0.081, 0.208, 0.188], [-1.155, 0.330, 0.044], [0.100, 0.033, -0.183], [-0.119, -0.263, -0.101], [-0.021, -0.150, -0.053], [0.129, -0.016, 0.041], [0.008, -0.019, 0.093], [0.091, 0.008, 0.074], [0.026, 0.116, 0.129], [-0.052, 0.018, 0.085], [-0.207, 0.102, -0.281], [0.190, -0.326, -0.161], [0.018, 0.070, -0.026], [0.151, 0.015, -0.052], [0.115, 0.037, 0.090], [0.029, 0.041, 0.039], [-0.031, -0.026, 0.101], [-0.067, 0.045, 0.078], [-0.112, -0.057, 0.009], [0.006, 0.136, 0.001], [0.493, 0.072, -0.277], [-0.826, 0.042, 0.438], [-0.031, 0.101, -0.100], [-0.052, -0.137, -0.150], [0.051, -0.113, -0.040], [0.067, -0.075, -0.040], [0.076, -0.032, 0.064], [0.107, -0.031, 0.012], [0.091, 0.057, 0.162], [0.037, -0.002, -0.093], [0.025, 0.024, -0.402], [0.087, 0.280, 0.563], [-0.098, 0.082, -0.052], [-0.101, -0.069, 0.092], [-0.090, -0.107, 0.045], [-0.041, -0.102, -0.036], [0.067, -0.105, 0.009], [0.033, -0.083, -0.071], [0.154, -0.013, -0.056], [-0.079, -0.033, -0.074], [-0.255, -0.293, -0.064], [0.148, 0.678, 0.017], [-0.118, -0.001, 0.042], [-0.004, -0.006, 0.182], [0.069, -0.060, 0.075], [0.026, -0.093, 0.048], [0.109, -0.063, -0.049], [0.036, -0.106, -0.038], [0.062, -0.026, -0.183], [-0.023, 0.127, 0.000], [-0.367, 0.145, -0.279], [0.537, 0.009, 0.593], [-0.093, 0.054, 0.070], [-0.115, -0.157, 0.079], [-0.016, -0.119, -0.046], [-0.060, -0.069, -0.065], [0.064, -0.031, -0.108], [-0.023, -0.014, -0.112], [0.119, 0.088, -0.119], [-0.104, 0.052, 0.035], [0.014, 0.382, 0.226], [-0.265, -0.423, -0.527], [-0.025, 0.102, -0.053], [0.168, 0.056, -0.107], [0.131, -0.029, 0.018], [0.097, 0.031, 0.055], [0.037, -0.082, 0.103], [0.039, 0.004, 0.113], [-0.111, -0.087, 0.138], [0.057, 0.049, -0.127], [-0.158, 0.066, -0.218], [0.173, 0.347, 0.562], [-0.067, 0.025, -0.070], [-0.179, -0.038, 0.069], [-0.056, -0.110, 0.044], [-0.065, -0.100, -0.038], [0.072, -0.121, -0.002], [0.034, -0.107, -0.067], [0.130, -0.009, -0.043], [-0.029, 0.004, -0.157], [-0.118, 0.407, -0.057], [0.550, -0.365, 0.037], [-0.105, 0.074, -0.024], [0.030, 0.088, 0.154], [-0.061, -0.009, 0.111], [-0.089, 0.040, 0.061], [-0.110, -0.099, -0.045], [-0.123, -0.013, 0.023], [0.007, -0.160, -0.158]], "mulliken_charge": [-0.54, -0.23, -0.35, -0.02, -0.38, 0.96, -0.37, -0.38, -0.15, -0.46, 0.48, -0.51, -0.25, -0.15, 0.11, -0.29, -0.35, 0.06, 0.22, 0.27, 0.26, 0.27, 0.25, -0.02, 0.22, 0.14, 0.28, -0.18, 0.03, 0.26, 0.13, 0.07, 0.27, 0.16, 0.27, 0.10, -0.96, 0.56, -0.60, -0.69, 0.24, 0.39, 0.35, 0.23, 0.46, 0.00, -0.43, 0.55, -0.60, -1.05, -0.27, 0.51, 0.23, 0.28, 0.38, 0.34, -0.92, 0.53, -0.56, -0.99, 0.30, 0.30, 0.36, 0.30, 0.38, 0.32, -0.65, 0.55, -0.68, -1.06, -0.18, 0.54, 0.36, 0.32, 0.33, 0.43, -0.95, 0.43, -0.53, -0.89, 0.31, 0.28, 0.36, 0.39, 0.39, 0.18, -1.08, 0.40, -0.56, -1.00, 0.30, 0.47, 0.35, 0.29, 0.38, 0.33, -0.74, 0.48, -0.65, -0.68, 0.31, 0.32, 0.21, 0.32, 0.39, 0.05, -0.63, 0.41, -0.48, -0.82, 0.32, -0.03, 0.40, 0.18, 0.39, 0.30, -0.74, 0.68, -0.65, -1.09, 0.03, 0.34, 0.38, 0.38, 0.36, 0.32, -0.89, 0.45, -0.55, -0.94, 0.24, 0.31, 0.43, 0.28, 0.36, 0.32, -0.98, 0.45, -0.52, -0.94, 0.31, 0.30, 0.38, 0.29, 0.41, 0.29, -0.99, 0.59, -0.60, -0.95, 0.32, 0.30, 0.37, 0.31, 0.36, 0.31, -0.96, 0.41, -0.54, -0.83, 0.31, 0.31, 0.38, 0.30, 0.37, 0.22, -0.95, 0.56, -0.63, -0.71, 0.32, 0.29, 0.33, 0.34, 0.34, 0.15]}

{"formula": "C6H6N4O2", "method": "ωB97M-V/def2-TZVPD", "smiles": "NC(=O)NC(=O)c1cnccn1", "e_above_lowest_kcal_mol": 92.5, "fmax_ev_per_a": 9.439, "charge": 0, "homo_ha": -0.3611, "species": ["N", "C", "O", "N", "C", "O", "C", "C", "N", "C", "C", "N", "H", "H", "H", "H", "H", "H"], "positions_angstrom": [[0.559044, 3.208723, -0.903767], [0.423642, 2.129391, -0.109428], [1.128521, 1.803008, 1.176011], [-0.955185, 1.550053, -0.375813], [-1.301482, 0.412967, 0.439473], [-2.318883, 0.162792, 1.102659], [-0.375343, -0.724334, 0.205885], [-0.201886, -1.812708, 1.016457], [0.394938, -3.019569, 0.529454], [1.078640, -2.799291, -0.629394], [1.180038, -1.558405, -1.221734], [0.356861, -0.573471, -0.981947], [-0.280983, 3.251377, -1.648658], [1.473551, 3.597226, -1.011540], [-1.621379, 2.291532, -0.466563], [-0.903741, -1.737122, 1.789596], [1.485530, -3.803646, -1.100069], [2.058648, -1.371636, -1.875174]], "forces_ev_per_angstrom": [[-2.469, -1.704, -1.268], [-0.213, -1.410, 7.020], [-3.775, 1.748, -8.473], [2.363, -0.458, 2.246], [-1.763, -1.142, 0.566], [1.862, 1.957, -1.577], [2.442, 0.562, -2.981], [-0.019, -1.809, -2.718], [-0.268, 3.537, -0.641], [-0.567, -3.930, 2.071], [1.213, 0.663, -1.309], [0.038, -0.277, 2.399], [3.441, 0.256, 1.871], [0.120, 0.526, -0.253], [-0.652, 0.147, 0.412], [-0.230, -0.973, 1.948], [-0.438, 2.473, 0.925], [-1.084, -0.166, -0.237]], "mulliken_charge": [-0.38, 0.45, -0.57, -0.21, 0.04, -0.56, 0.67, -0.44, -0.49, -0.05, -0.14, -0.39, 0.30, 0.28, 0.40, 0.44, 0.30, 0.35]}